No. 1
The following is a quantum chemistry calculation of a molecular structure, C12H23HgN5O6S at a distorted geometry, from the Open Molecules 2025 dataset.

Calculated values
**HOMO energy (spin up / spin down)**: -5.2 / -5.2 eV
**Net charge**: 0
**Orbital gap (spin up / spin down)**: 4.219 / 4.202 eV
**Multiplicity**: 1

Cartesian coordinates (Å):
O  -0.6286  -0.9152  -3.8500
H  -0.2984  -1.8529  -3.9850
Hg  0.4045  0.4650  -0.0568
N  1.4209  -1.4760  -0.8588
N  -0.9863  -1.6900  -0.0289
N  0.5144  2.6590  -0.1276
N  -1.3847  1.3265  1.0523
O  2.6512  -1.3128  -1.0052
O  1.4452  3.2339  -0.8153
O  -2.2746  0.5741  1.7422
O  -2.0469  -1.7941  0.6980
C  -0.4101  -2.8710  -0.4154
C  0.9190  -2.7526  -0.8939
C  -0.2226  3.3665  0.7581
C  -1.2571  2.6092  1.4128
C  1.7693  -3.8898  -1.3274
H  1.7120  -4.0443  -2.4212
H  1.4689  -4.8279  -0.8397
H  2.8153  -3.6715  -1.0731
C  -1.1119  -4.1486  -0.1410
H  -2.1475  -4.0954  -0.5009
H  -1.1449  -4.3440  0.9423
H  -0.6065  -4.9866  -0.6275
C  0.0310  4.8019  1.0747
C  -2.1359  3.1242  2.4915
H  0.7043  5.2474  0.3372
H  0.4928  4.9058  2.0697
H  -0.9147  5.3649  1.0935
H  -2.8023  2.3131  2.8128
H  -2.7339  3.9737  2.1399
H  -1.5453  3.4704  3.3504
H  1.5083  1.8882  -1.8482
H  -2.1950  -0.3665  1.3100
C  -1.9657  -0.5288  -3.9273
H  -2.2749  -0.2981  -4.9301
H  -2.0054  0.3819  -3.3010
H  -2.5474  -1.2957  -3.4492
O  0.9235  1.1081  -2.1856
H  -0.1290  -0.2627  -3.1986
H  0.1526  1.6329  -2.4709
S  1.7145  -0.6925  4.0793
C  3.0092  0.1952  3.2710
C  2.7210  0.3393  1.9617
N  1.5376  -0.2831  1.6106
C  0.8479  -0.8223  2.6235
H  3.9004  0.5856  3.7504
H  3.2526  0.8804  1.1799
H  -0.1469  -1.2249  2.5169

No. 2
The following is a quantum chemistry calculation of a single C4H13N3 molecule, from the Open Molecules 2025 dataset.

Calculated values
**HOMO energy**: -9.0 eV
**SMILES string**: NCCNCCN
**Net charge**: 0
**Orbital gap**: 10.141 eV
**Multiplicity**: 1

Cartesian coordinates (Å):
N  1.7570  1.7805  1.0540
C  2.0012  1.3196  -0.2958
C  1.2038  0.1100  -0.7494
N  -0.2269  0.3146  -0.5124
C  -1.0412  -0.8796  -0.8492
C  -2.0769  -1.1546  0.2226
N  -1.3793  -1.2463  1.5038
H  0.8520  2.2181  1.1397
H  1.7980  1.0264  1.7293
H  3.0654  1.1250  -0.3855
H  1.7777  2.1277  -0.9889
H  1.4237  -0.0645  -1.8189
H  1.5196  -0.8243  -0.2868
H  -0.5021  1.0333  -1.1789
H  -1.4610  -0.7578  -1.8555
H  -0.3926  -1.7557  -0.9195
H  -2.9071  -0.4567  0.1959
H  -2.4764  -2.1577  0.0261
H  -2.0352  -1.3877  2.2611
H  -0.8998  -0.3702  1.7082

No. 3
The following is a quantum chemistry calculation of 2 unconnected molecules or ions with the total composition C2H10N2O2 at a distorted geometry, from the Open Molecules 2025 dataset.

Calculated values
**HOMO energy**: -9.0 eV
**SMILES string**: NCO.NCO
**Net charge**: 0
**Orbital gap**: 9.739 eV
**Multiplicity**: 1

Cartesian coordinates (Å):
N  -1.4691  1.0144  2.7882
C  -2.2737  -0.1897  2.7044
O  -2.3390  -0.5612  1.3303
H  -1.6324  1.4731  3.6770
H  -1.3151  1.6068  1.9830
H  -1.9057  -0.9611  3.4165
H  -3.2849  0.0061  3.0343
H  -1.4661  -0.6157  0.9243
N  1.9308  0.9488  -2.8531
C  1.8598  -0.4756  -2.9037
O  1.9444  -0.9848  -1.5258
H  1.2549  1.1588  -2.1264
H  2.8334  1.2413  -2.5006
H  0.8249  -0.7881  -3.1034
H  2.5853  -1.0795  -3.4701
H  2.4525  -1.7937  -1.3749

No. 4
The following is a quantum chemistry calculation of a molecular structure, C19H20As2NO9RhS, from the Open Molecules 2025 dataset.

Calculated values
**HOMO energy**: -9.4 eV
**Net charge**: 0
**Orbital gap**: 8.593 eV
**Multiplicity**: 1

Cartesian coordinates (Å):
Rh  0.2923  -0.9600  -0.1646
O  1.1700  0.2012  3.5113
C  1.0952  -0.1043  2.3437
O  0.3138  -0.9847  1.8129
C  2.1155  0.4597  1.3572
C  3.1517  1.2957  1.7986
C  4.0914  1.6964  0.8990
C  4.0270  1.2370  -0.4393
C  5.0023  1.5865  -1.4043
C  4.9255  1.0974  -2.6761
C  3.8699  0.2320  -3.0367
C  2.9052  -0.1161  -2.1350
C  2.9644  0.3884  -0.8178
N  2.0031  0.0587  0.1042
H  3.1541  1.5777  2.8413
H  4.9005  2.3543  1.1914
H  5.8109  2.2428  -1.1090
H  5.6740  1.3659  -3.4091
H  3.8227  -0.1634  -4.0424
H  2.0825  -0.7596  -2.4107
O  -2.6085  -1.6515  -2.4747
As  -0.9871  -1.7000  -3.1505
O  -1.0390  -1.1453  -4.6741
O  0.0538  -0.7686  -2.1734
C  -0.4828  -3.5669  -3.0586
C  -0.4078  -4.1938  -4.2936
C  -0.1047  -5.5479  -4.3774
C  0.1125  -6.2828  -3.2265
C  0.0387  -5.6697  -1.9829
C  -0.2524  -4.3177  -1.9008
S  -0.2140  -3.6077  -0.2767
O  1.0823  -2.8623  -0.1885
O  -0.3917  -4.6594  0.6615
O  -1.2416  -2.5127  -0.2361
H  -2.5799  -2.0330  -1.5826
H  -0.5955  -3.6052  -5.1835
H  -0.0477  -6.0258  -5.3463
H  0.3388  -7.3388  -3.2874
H  0.1993  -6.2324  -1.0743
C  -2.3044  1.4339  -2.5620
As  -0.9154  1.8718  -1.3215
C  0.6423  2.3408  -2.3307
C  -1.4811  3.4535  -0.4011
O  -0.6308  0.8185  -0.0284
H  -2.8089  2.3644  -2.8239
H  -3.0039  0.7384  -2.1063
H  -1.8755  0.9755  -3.4537
H  0.3809  3.1619  -2.9982
H  0.9452  1.4689  -2.9073
H  1.4394  2.6490  -1.6555
H  -1.6898  4.2543  -1.1089
H  -0.6942  3.7551  0.2874
H  -2.3788  3.2148  0.1668